Record 1
C8H28N2O5 | wB97M-V/def2-TZVPD

## Properties
Charge: 0
Structure (SMILES): COC[C@H](C)N.COC[C@H](C)N.O.O.O
ΔE to the lowest compared entry with this formula, charge and spin, kcal/mol: 8.58
Multiplicity: 1
HOMO energy, eV: -8.5
Maximum force, eV/Å: 1.049

Last columns: bonded neighbours and bond lengths (Å).
Geometry (Å):
1 O -1.3768 -0.7173 -0.5061  H2 0.965, H3 0.970
2 H -2.1983 -0.7145 -1.0123  O1 0.965
3 H -1.5922 -0.3627 0.3704  O1 0.970
4 O -4.9242 2.1881 -0.7208  H5 0.961, H6 0.968
5 H -5.7733 1.8951 -0.3796  O4 0.961
6 H -4.4236 1.3778 -0.8917  O4 0.968
7 O -3.7963 -0.1129 -2.1271  H8 0.963, H9 0.963
8 H -4.5013 -0.7643 -2.0451  O7 0.963
9 H -3.7939 0.1361 -3.0570  O7 0.963
10 C 1.7588 0.0218 3.6276  C11 1.525, H16 1.087, H17 1.090, H18 1.095
11 C 0.6334 -0.2873 2.6463  C10 1.525, C12 1.509, N15 1.468, H19 1.093
12 C -0.6346 0.4135 3.0689  C11 1.509, O13 1.419, H20 1.100, H21 1.103
13 O -1.6814 0.1874 2.1375  C12 1.419, C14 1.421
14 C -2.6905 1.1852 2.2148  O13 1.421, H22 1.093, H23 1.093, H24 1.089
15 N 1.1125 0.0888 1.3109  C11 1.468, H25 1.017, H26 1.013
16 H 2.6864 -0.3900 3.2393  C10 1.087
17 H 1.5657 -0.3782 4.6229  C10 1.090
18 H 1.8668 1.1085 3.7027  C10 1.095
19 H 0.4464 -1.3643 2.6382  C11 1.093
20 H -0.4762 1.4885 3.2394  C12 1.100
21 H -0.9891 0.0524 4.0494  C12 1.103
22 H -2.2456 2.1819 2.1494  C14 1.093
23 H -3.2690 1.0785 3.1361  C14 1.093
24 H -3.3453 1.0707 1.3528  C14 1.089
25 H 1.3905 1.0665 1.3266  N15 1.017
26 H 0.4015 -0.0037 0.5948  N15 1.013
27 C 0.7826 0.5913 -3.1895  C28 1.534, H33 1.097, H34 1.095, H35 1.090
28 C 1.5455 -0.7110 -2.9125  C27 1.534, C29 1.519, N32 1.467, H36 1.095
29 C 2.6875 -0.4263 -1.9520  C28 1.519, O30 1.409, H37 1.104, H38 1.099
30 O 3.1284 -1.6063 -1.3205  C29 1.409, C31 1.390
31 C 4.1346 -1.3412 -0.3991  O30 1.390, H39 1.099, H40 1.090, H41 1.101
32 N 0.6682 -1.7768 -2.4165  C28 1.467, H42 1.023, H43 1.016
33 H 1.4415 1.3955 -3.5403  C27 1.097
34 H 0.3234 0.9897 -2.2785  C27 1.095
35 H -0.0051 0.4242 -3.9239  C27 1.090
36 H 1.9311 -1.0293 -3.8869  C28 1.095
37 H 2.3402 0.2796 -1.1775  C29 1.104
38 H 3.5471 0.0253 -2.4659  C29 1.099
39 H 4.9490 -0.7358 -0.8201  C31 1.099
40 H 4.5465 -2.2916 -0.0589  C31 1.090
41 H 3.7308 -0.8278 0.4870  C31 1.101
42 H 0.0799 -1.3966 -1.6712  N32 1.023
43 H 0.0184 -2.0087 -3.1621  N32 1.016

Atomic partial charges in e from the Mulliken method, atoms 1 to 2:
1 O -0.6135
2 H 0.3064



Record 2
C7H12 | wB97M-V/def2-TZVPD

## Properties
Charge: 0
ΔE to the lowest compared entry with this formula, charge and spin, kcal/mol: 116.83
Multiplicity: 1
HOMO energy, eV: -9.4
Maximum force, eV/Å: 0.688

Last columns: bonded neighbours and bond lengths (Å).
Geometry (Å):
1 C -2.0926 -0.1824 -0.4359  C2 1.518, H8 1.095, H9 1.099, H10 1.093
2 C -1.0000 0.6617 0.1962  C1 1.518, C3 1.585, C6 1.888, C7 1.662, H11 1.093
3 C -0.1031 -0.1962 1.1825  C2 1.585, C4 1.554, H12 1.094, H13 1.096
4 C 1.3388 0.3046 0.8903  C3 1.554, C5 1.521, C6 1.468, H14 1.096
5 C 2.4050 -0.7676 0.7210  C4 1.521, H15 1.095, H16 1.095, H17 1.095
6 C 0.7960 0.9412 -0.3157  C2 1.888, C4 1.468, C7 1.259
7 C -0.1407 1.4235 -1.0053  C2 1.662, C6 1.259
8 H -1.6581 -0.9760 -1.0531  C1 1.095
9 H -2.6966 -0.6525 0.3528  C1 1.099
10 H -2.7406 0.4275 -1.0701  C1 1.093
11 H -1.4303 1.5033 0.7450  C2 1.093
12 H -0.4108 -0.0889 2.2268  C3 1.094
13 H -0.1759 -1.2526 0.9009  C3 1.096
14 H 1.6588 1.0566 1.6208  C4 1.096
15 H 2.0830 -1.5226 -0.0033  C5 1.095
16 H 2.5950 -1.2611 1.6800  C5 1.095
17 H 3.3469 -0.3345 0.3696  C5 1.095
18 H -0.6625 0.5980 -3.2383  H19 0.747
19 H -1.1122 0.3181 -3.7643  H18 0.747

Atomic partial charges in e from the Mulliken method, atoms 1 to 2:
1 C -1.5971
2 C 0.8897